This record from the OMol25 dataset describes one molecule with the formula C9H15NO2S. The level of theory is the ωB97M-V functional and the def2-TZVPD basis.

strongest force on any atom: 5.46 eV Å⁻¹
total charge: 0
energy relative to the best compared isomer or geometry (same formula, charge and spin): 69.9 kcal/mol
electronic energy: -955.24455 a.u.
E_LUMO: 0.65 eV
HOMO level: -8.30 eV

Last column: Mulliken charge in e.
Cartesian coordinates (Å):
C: -1.503 -1.567 1.295  -0.9521
C: -1.122 -2.075 0.077  -0.7625
C: -0.653 -0.464 1.622  1.5463
C: 0.246 -0.313 0.589  -0.4046
C: -0.855 0.507 2.783  -1.2778
C: 2.500 0.702 1.400  -1.4468
C: 1.079 2.007 -0.135  -1.2844
C: -1.834 -0.220 -3.330  -0.5788
C: 1.448 0.582 0.253  0.4401
N: -0.043 -1.358 -0.438  -0.0534
O: 0.074 -2.539 -2.518  -0.5792
O: -0.659 0.010 -2.626  -0.2615
S: 0.450 -1.204 -2.049  0.5936
H: -2.227 -1.877 1.967  0.5341
H: -1.502 -2.809 -0.478  0.6579
H: -1.754 0.303 3.326  0.3884
H: 0.013 0.428 3.530  0.2270
H: -0.766 1.490 2.347  0.2620
H: 3.033 -0.213 1.399  0.4213
H: 2.052 0.956 2.346  0.2808
H: 3.375 1.389 1.162  0.3600
H: 0.423 1.885 -1.062  0.1751
H: 1.911 2.510 -0.572  0.4177
H: 0.709 2.491 0.676  0.4284
H: -2.311 0.827 -3.505  0.2328
H: -2.497 -0.993 -2.919  0.2686
H: -1.546 -0.455 -4.486  0.2356
H: 1.960 -0.001 -0.654  0.1315

---

This record from the OMol25 dataset describes a 18-piece molecular cluster, C28H99N7O18 overall. The level of theory is the ωB97M-V functional and the def2-TZVPD basis.

strongest force on any atom: 2.86 eV Å⁻¹
total charge: 0
energy relative to the best compared isomer or geometry (same formula, charge and spin): 79.5 kcal/mol
electronic energy: -2863.50275 a.u.
E_LUMO: -0.03 eV
HOMO level: -9.10 eV

Last column: Mulliken charge in e.
Cartesian coordinates (Å):
C: 1.165 -2.532 -5.439  -1.2697
C: 2.359 -3.387 -5.146  0.5830
C: 3.647 -2.839 -5.651  -0.7774
O: 3.597 -2.509 -7.041  -0.3698
C: 3.749 -3.719 -7.852  -0.6802
N: 2.238 -3.660 -3.696  -0.6870
H: 1.176 -1.539 -4.991  0.3418
H: 0.225 -3.010 -5.164  0.3869
H: 0.990 -2.476 -6.513  0.3243
H: 2.211 -4.287 -5.744  0.0191
H: 4.580 -3.297 -5.324  0.4414
H: 3.800 -1.855 -5.208  0.3154
H: 3.757 -3.521 -8.924  0.2822
H: 2.883 -4.355 -7.666  0.2451
H: 4.621 -4.271 -7.500  0.3003
H: 3.087 -4.116 -3.392  0.2716
H: 2.329 -2.734 -3.304  0.2748
C: -2.623 -7.465 9.812  -1.2523
C: -1.082 -7.499 9.577  0.4969
C: -0.478 -6.194 9.042  -0.6821
O: -0.988 -6.086 7.710  -0.2702
C: -0.368 -4.987 7.091  -0.8345
N: -0.412 -7.968 10.779  -0.7415
H: -3.188 -7.272 8.900  0.2624
H: -2.860 -6.690 10.542  0.3182
H: -2.891 -8.451 10.190  0.3499
H: -0.829 -8.246 8.825  0.2043
H: 0.605 -6.081 9.091  0.4025
H: -0.875 -5.294 9.511  0.3220
H: 0.719 -5.043 7.036  0.3065
H: -0.746 -4.046 7.490  0.3427
H: -0.705 -4.876 6.060  0.2716
H: 0.594 -7.897 10.743  0.2409
H: -0.559 -8.962 10.882  0.2616
C: 0.497 11.402 -0.601  -1.3974
C: 1.964 11.395 -1.117  0.4377
C: 2.572 10.001 -1.168  -0.6443
O: 2.699 9.553 0.182  -0.3063
C: 3.219 8.227 0.226  -0.7785
N: 1.926 12.084 -2.380  -0.7365
H: -0.128 10.847 -1.300  0.3374
H: 0.067 12.403 -0.569  0.3931
H: 0.329 10.911 0.358  0.3250
H: 2.549 12.012 -0.435  0.2000
H: 3.515 10.033 -1.713  0.3624
H: 1.942 9.281 -1.690  0.3250
H: 2.949 7.837 1.208  0.2504
H: 4.304 8.211 0.129  0.3085
H: 2.909 7.487 -0.512  0.3290
H: 1.483 11.453 -3.033  0.2899
H: 1.216 12.773 -2.176  0.3037
C: -2.036 4.317 4.676  -1.2843
C: -0.838 5.156 4.187  0.3661
C: -1.286 6.505 3.495  -0.6812
O: -2.362 6.406 2.517  -0.3763
C: -1.948 5.734 1.333  -0.5734
N: -0.042 5.317 5.352  -0.6489
H: -1.633 3.390 5.085  0.3783
H: -2.590 4.054 3.776  0.2920
H: -2.704 4.851 5.353  0.3942
H: -0.306 4.627 3.396  0.2476
H: -0.486 7.078 3.026  0.3649
H: -1.723 7.223 4.190  0.2927
H: -1.613 4.735 1.613  0.1991
H: -1.086 6.206 0.863  0.2599
H: -2.744 5.672 0.591  0.2615
H: -0.677 5.590 6.088  0.2832
H: 0.650 6.053 5.318  0.2317
C: -2.682 0.313 -0.334  -1.3825
C: -1.929 -0.920 0.228  0.4753
C: -0.609 -0.501 0.965  -0.6459
O: 0.244 -0.001 -0.084  -0.2756
C: 1.538 0.332 0.374  -0.7249
N: -2.797 -1.737 1.061  -0.6733
H: -2.833 1.079 0.427  0.2496
H: -3.700 0.035 -0.607  0.4050
H: -2.238 0.810 -1.197  0.3260
H: -1.675 -1.491 -0.666  0.1937
H: -0.147 -1.429 1.301  0.3661
H: -0.784 0.109 1.852  0.3778
H: 1.395 1.013 1.213  0.2729
H: 2.234 0.679 -0.390  0.2386
H: 1.965 -0.558 0.835  0.3151
H: -2.152 -2.421 1.431  0.2593
H: -3.143 -1.384 1.942  0.2253
C: -10.336 -3.583 -7.210  -1.4378
C: -9.053 -4.299 -6.773  0.5546
C: -8.222 -3.414 -5.878  -0.6244
O: -7.638 -2.413 -6.738  -0.3138
C: -6.784 -1.497 -6.095  -0.7780
N: -9.489 -5.414 -6.022  -0.7083
H: -10.866 -4.294 -7.845  0.3608
H: -10.193 -2.650 -7.755  0.3197
H: -10.947 -3.440 -6.319  0.3867
H: -8.488 -4.602 -7.654  0.2537
H: -7.449 -3.943 -5.321  0.3506
H: -8.842 -2.858 -5.175  0.2989
H: -5.871 -1.848 -5.615  0.2695
H: -7.477 -0.974 -5.435  0.3313
H: -6.586 -0.711 -6.823  0.2672
H: -8.749 -6.091 -5.898  0.2318
H: -10.202 -5.976 -6.464  0.2381
C: 9.964 -1.345 -5.081  -1.5361
C: 10.317 0.020 -4.614  0.7009
C: 9.109 0.962 -4.283  -0.8146
O: 9.294 2.418 -4.283  -0.3886
C: 9.731 2.977 -3.105  -0.5744
N: 11.135 -0.036 -3.458  -0.6193
H: 9.480 -1.881 -4.265  0.3570
H: 10.781 -1.979 -5.427  0.3732
H: 9.285 -1.264 -5.929  0.3730
H: 10.901 0.447 -5.430  0.1517
H: 8.533 0.670 -3.404  0.4421
H: 8.395 0.833 -5.096  0.2879
H: 9.126 2.553 -2.303  0.2378
H: 9.643 4.062 -3.062  0.2453
H: 10.764 2.659 -2.967  0.2769
H: 10.578 -0.050 -2.615  0.2423
H: 11.678 -0.887 -3.457  0.2455
O: -4.297 -5.825 -1.181  -0.6452
H: -3.569 -6.370 -0.883  0.3228
H: -4.100 -4.953 -0.837  0.3167
O: -9.088 0.735 1.097  -0.6335
H: -8.759 1.242 1.840  0.3061
H: -8.807 1.229 0.327  0.3255
O: 8.360 0.114 1.262  -0.6382
H: 7.917 0.881 1.622  0.3231
H: 9.018 -0.115 1.919  0.3142
O: 3.374 1.941 6.315  -0.6411
H: 3.630 1.680 7.200  0.3220
H: 2.746 2.652 6.446  0.3165
O: 6.569 2.868 3.935  -0.6402
H: 5.773 2.358 4.083  0.3290
H: 6.414 3.694 4.394  0.3108
O: -0.528 -6.472 0.961  -0.6260
H: 0.132 -5.986 0.467  0.3186
H: -0.023 -7.010 1.570  0.3094
O: -4.773 -6.057 5.120  -0.6345
H: -4.047 -6.398 5.642  0.3260
H: -4.747 -5.111 5.260  0.3083
O: -8.386 -3.559 1.222  -0.6419
H: -7.454 -3.373 1.106  0.3105
H: -8.817 -2.714 1.096  0.3264
O: -8.407 3.290 -2.287  -0.6311
H: -8.962 3.249 -3.066  0.3188
H: -8.292 4.226 -2.122  0.3177
O: 6.825 -3.801 -0.541  -0.6432
H: 7.478 -4.489 -0.411  0.3181
H: 7.183 -3.042 -0.081  0.3214
O: -5.369 -1.087 5.464  -0.6207
H: -5.681 -1.228 6.357  0.3123
H: -5.842 -0.310 5.164  0.3103

---

This record from the OMol25 dataset describes C22H31N13O2PPbSbSe4 as an isolated structure. The level of theory is the ωB97M-V functional and the def2-TZVPD basis.

strongest force on any atom: 1.15 eV Å⁻¹
total charge: 0
energy relative to the best compared isomer or geometry (same formula, charge and spin): 0.0 kcal/mol
electronic energy: -12099.43318 a.u.
E_LUMO: -0.40 eV
HOMO level: -6.97 eV

Last column: Mulliken charge in e.
Cartesian coordinates (Å):
Pb: 0.015 0.512 -0.260  1.1239
C: -1.460 -4.620 2.894  -0.8511
N: -0.881 -3.783 1.861  0.2193
C: -0.173 -4.225 0.781  -0.5680
C: 0.206 -3.105 0.090  -0.7078
N: -0.262 -1.999 0.726  0.7757
C: -0.905 -2.418 1.797  -0.4584
P: -1.656 -1.421 3.121  -0.6348
C: -0.159 -0.474 3.567  0.1212
N: 0.961 -0.423 2.867  -0.0318
C: 1.856 0.259 3.635  -0.7669
C: 1.273 0.619 4.818  -0.3227
N: -0.003 0.138 4.778  0.2629
C: -1.008 0.314 5.805  -0.7581
C: -2.651 -0.270 2.103  0.0607
N: -2.425 0.076 0.843  0.3157
C: -3.519 0.768 0.428  -0.5770
C: -4.417 0.864 1.455  -0.8109
N: -3.867 0.195 2.509  0.3951
C: -4.447 0.092 3.832  -0.8372
H: -1.294 -5.662 2.636  0.3156
H: -0.997 -4.417 3.859  0.3268
H: -2.531 -4.441 2.976  0.3177
H: -0.007 -5.271 0.594  0.3907
H: 0.803 -3.013 -0.803  0.3331
H: 2.850 0.463 3.274  0.4561
H: 1.651 1.179 5.656  0.4719
H: -0.597 0.045 6.777  0.3604
H: -1.353 1.349 5.829  0.2406
H: -1.856 -0.333 5.587  0.2730
H: -3.585 1.154 -0.574  0.4157
H: -5.381 1.338 1.509  0.4699
H: -5.531 0.129 3.755  0.3335
H: -4.151 -0.851 4.290  0.3606
H: -4.113 0.921 4.458  0.1833
C: 0.751 -1.056 -4.745  -1.0088
N: -0.069 0.141 -4.808  0.0846
C: -0.779 0.317 -6.066  -1.1287
C: -0.627 0.578 -3.620  0.4290
N: -0.741 -0.121 -2.556  -0.4990
N: -1.066 1.891 -3.667  -0.0838
C: -1.479 2.686 -2.597  0.4158
N: -2.049 3.861 -2.990  -0.4630
N: -1.291 2.352 -1.379  0.4443
H: 1.407 -1.067 -5.614  0.3418
H: 0.150 -1.976 -4.747  0.3595
H: 1.363 -1.022 -3.843  0.2300
H: -0.078 0.567 -6.864  0.3410
H: -1.527 1.103 -5.991  0.3902
H: -1.301 -0.607 -6.339  0.3346
H: -0.460 -1.088 -2.662  0.1707
H: -0.833 2.394 -4.505  0.3081
H: -2.448 3.937 -3.908  0.1778
H: -2.473 4.424 -2.263  0.1387
H: -1.676 3.055 -0.754  -0.6580
O: 1.990 2.051 -0.423  -0.3786
N: 3.104 1.616 -0.847  -0.6897
N: 3.121 0.437 -1.337  1.0864
O: 2.087 -0.368 -1.464  -0.6117
C: 4.403 -0.071 -1.720  -0.0188
C: 4.585 -1.446 -1.751  -0.2540
C: 5.824 -1.965 -2.094  -0.5361
C: 6.872 -1.117 -2.418  -0.4456
C: 6.676 0.256 -2.400  -0.4988
C: 5.446 0.788 -2.051  -0.3361
H: 3.754 -2.088 -1.499  0.3702
H: 5.963 -3.038 -2.102  0.3655
H: 7.839 -1.526 -2.681  0.3773
H: 7.485 0.926 -2.661  0.3631
H: 5.276 1.854 -2.034  0.4724
Se: -3.890 4.464 0.235  -0.6216
Sb: -2.375 3.928 2.053  0.4967
Se: -3.038 3.806 4.364  -0.5762
Se: -0.053 4.892 1.520  -0.4387
Se: -0.230 2.539 1.755  0.3509

---

This record from the OMol25 dataset describes one molecule with the formula C4H12N2S. The level of theory is the ωB97M-V functional and the def2-TZVPD basis.

strongest force on any atom: 0.73 eV Å⁻¹
total charge: 0
energy relative to the best compared isomer or geometry (same formula, charge and spin): 13.9 kcal/mol
electronic energy: -667.27268 a.u.
SMILES string: CN[C@H](CN)CS
E_LUMO: 0.94 eV
HOMO level: -8.28 eV

Last column: Mulliken charge in e.
Cartesian coordinates (Å):
C: -2.097 0.527 -0.888  -0.9838
N: -1.467 -0.645 -0.304  -0.3563
C: -0.048 -0.643 0.009  0.1632
C: 0.214 0.116 1.303  -0.8351
N: 1.636 0.419 1.547  -0.5343
C: 0.782 -0.061 -1.144  -0.8313
S: 2.102 -1.142 -1.720  -0.2229
H: -2.439 0.332 -1.911  0.2775
H: -2.979 0.803 -0.315  0.3204
H: -1.423 1.375 -0.898  0.3324
H: -2.076 -1.105 0.353  0.2663
H: 0.225 -1.693 0.102  0.3371
H: -0.250 -0.390 2.154  0.3630
H: -0.328 1.058 1.252  0.3899
H: 2.087 -0.390 1.962  0.2211
H: 1.697 1.145 2.252  0.2253
H: 0.160 0.091 -2.015  0.3464
H: 1.147 0.927 -0.866  0.3969
H: 3.057 -0.726 -0.875  0.1241

---

- Among the records above, which one has the highest electronic energy?
  C4H12N2S

---

- energy relative to the best compared isomer or geometry (same formula, charge and spin) of number 3 (C22H31N13O2PPbSbSe4)?
  0.0 kcal/mol

---

- What is the strongest force on any atom in the first record?
  5.46 eV Å⁻¹